No. 1
{
  "formula": "C25H46BF6N8O10",
  "method": "ωB97M-V/def2-TZVPD",
  "lumo_ha": -0.0969,
  "homo_lumo_gap_ev": 8.4,
  "total_charge": 1,
  "elements": ["C", "C", "C", "O", "N", "C", "O", "C", "F", "F", "C", "F", "F", "C", "F", "F", "C", "O", "O", "C", "N", "C", "B", "C", "O", "N", "N", "O", "C", "C", "H", "H", "H", "H", "H", "H", "H", "H", "H", "H", "H", "H", "H", "H", "H", "H", "H", "H", "C", "C", "O", "N", "C", "H", "H", "H", "H", "H", "H", "H", "C", "C", "O", "N", "C", "H", "H", "H", "H", "H", "H", "H", "C", "C", "O", "N", "C", "H", "H", "H", "H", "H", "H", "H", "C", "C", "O", "N", "C", "H", "H", "H", "H", "H", "H", "H"],
  "xyz": [[-1.79695, -2.74063, 2.63343], [-2.33748, -1.78828, 1.56073], [-1.24242, -1.09962, 0.77848], [-1.80522, 0.16275, 0.30955], [-1.31302, 0.60753, -0.89045], [-2.24005, 0.65645, -1.94942], [-2.46944, 1.64102, -2.54840], [-2.86819, -0.69120, -2.37711], [-2.29470, -0.96599, -3.58573], [-2.54495, -1.68450, -1.53335], [-4.40873, -0.67583, -2.61530], [-4.66371, 0.28360, -3.51001], [-4.72675, -1.88345, -3.16166], [-5.32747, -0.48340, -1.36961], [-6.43767, 0.13801, -1.78719], [-4.66368, 0.32651, -0.49746], [-5.75763, -1.80734, -0.68073], [-6.88357, -2.12312, -0.63398], [-4.71762, -2.45026, -0.12666], [-0.04636, 1.10015, -0.92475], [0.74477, 1.17513, 0.14723], [1.89967, 1.71367, -0.29897], [3.16476, 2.01037, 0.63987], [2.86562, 2.57354, 2.03552], [4.39195, 1.82357, 0.04858], [1.82464, 1.95748, -1.60074], [0.57563, 1.57968, -2.02338], [0.17673, 1.71883, -3.29462], [0.75596, 0.65178, -4.14220], [0.01975, 0.68632, -5.46664], [-0.85726, -3.21216, 2.32079], [-2.54924, -3.50894, 2.81772], [-1.61034, -2.21562, 3.57052], [-2.90816, -0.98571, 2.04612], [-3.01325, -2.32305, 0.88863], [-0.37099, -0.88190, 1.40434], [-0.91055, -1.67672, -0.09056], [-4.68448, -3.37511, -0.42564], [2.46452, 3.58149, 1.83036], [3.72347, 2.62605, 2.70714], [2.03002, 2.02669, 2.49255], [4.96987, 1.15700, 0.43788], [2.51471, 2.30086, -2.26125], [0.64431, -0.30219, -3.61682], [1.81176, 0.91785, -4.21109], [-0.15138, -0.32467, -5.83945], [0.55863, 1.27624, -6.20884], [-0.96439, 1.14809, -5.33001], [4.74362, -1.28544, -3.22907], [4.83302, 0.22060, -3.20316], [3.82198, 0.92200, -3.24970], [6.05475, 0.77929, -3.13402], [7.34640, 0.11565, -3.08580], [3.69620, -1.56456, -3.28866], [5.26867, -1.69359, -4.09254], [5.17705, -1.72045, -2.32815], [6.04382, 1.78823, -3.12409], [7.88153, 0.37843, -2.17336], [7.95909, 0.40416, -3.93928], [7.21398, -0.96056, -3.10826], [1.18252, -0.62578, 4.99187], [0.74346, -1.96194, 5.55515], [-0.42225, -2.31506, 5.53425], [1.70646, -2.76219, 6.08536], [3.12660, -2.50589, 6.20032], [0.30149, -0.11810, 4.61021], [1.64698, -0.00424, 5.75791], [1.89871, -0.76332, 4.17880], [1.35088, -3.63578, 6.44217], [3.70682, -3.25795, 5.66267], [3.44480, -2.51379, 7.24381], [3.36199, -1.53162, 5.78411], [1.55241, 7.58085, -0.08756], [2.35471, 6.56617, 0.69126], [1.85162, 5.52014, 1.08466], [3.65125, 6.85765, 0.95170], [4.39737, 8.04361, 0.57397], [0.54421, 7.19547, -0.20026], [1.51180, 8.53479, 0.43831], [1.98430, 7.75170, -1.07418], [4.12998, 6.15140, 1.48876], [5.25462, 7.78333, -0.04779], [4.76048, 8.57170, 1.45594], [3.76104, 8.71838, 0.01185], [-6.49950, -4.54117, 2.08073], [-5.38311, -5.07236, 1.21264], [-4.21039, -4.95820, 1.53064], [-5.73423, -5.68637, 0.04905], [-7.06660, -5.90453, -0.48293], [-6.05081, -4.08728, 2.95860], [-7.08650, -3.79105, 1.54892], [-7.16861, -5.34236, 2.39563], [-4.94831, -6.03935, -0.47515], [-7.27373, -6.96947, -0.59471], [-7.18555, -5.42863, -1.45747], [-7.80615, -5.48353, 0.18942]],
  "mulliken_charge": [-1.420, 0.529, -0.400, -0.298, 0.476, -0.539, -0.411, 0.971, -0.303, -0.244, 0.568, -0.281, -0.305, 0.884, -0.303, -0.218, 0.059, -0.455, -0.431, 0.345, -0.296, -0.234, 0.292, -0.519, -0.485, 0.030, 0.408, -0.400, 0.299, -1.288, 0.362, 0.333, 0.326, 0.367, -0.312, 0.409, 0.456, 0.220, 0.211, 0.271, 0.183, 0.300, 0.356, 0.242, 0.273, 0.301, 0.409, 0.314, -1.415, 0.811, -0.642, -0.157, -0.883, 0.275, 0.403, 0.380, 0.236, 0.287, 0.305, 0.345, -1.272, 0.675, -0.643, -0.163, -0.815, 0.299, 0.494, 0.311, 0.250, 0.281, 0.288, 0.304, -1.432, 0.837, -0.668, -0.131, -0.877, 0.299, 0.399, 0.387, 0.209, 0.290, 0.302, 0.331, -1.478, 0.837, -0.612, -0.119, -0.849, 0.309, 0.361, 0.444, 0.253, 0.323, 0.263, 0.317]
}

---

No. 2
{
  "formula": "C25H46BeBrCaF7N4NaO14S2",
  "method": "ωB97M-V/def2-TZVPD",
  "lumo_ha": -0.2773,
  "homo_lumo_gap_ev": 1.1,
  "total_charge": 1,
  "elements": ["C", "C", "N", "C", "C", "O", "C", "O", "O", "C", "O", "C", "C", "O", "C", "C", "O", "H", "H", "H", "H", "H", "H", "H", "H", "H", "H", "H", "H", "H", "H", "H", "H", "H", "N", "C", "C", "C", "C", "H", "H", "H", "H", "H", "Ca", "F", "C", "O", "C", "C", "N", "C", "C", "O", "C", "H", "H", "H", "H", "H", "H", "H", "H", "H", "H", "H", "H", "H", "H", "H", "O", "H", "Na", "Br", "C", "C", "C", "O", "H", "H", "H", "H", "H", "H", "H", "H", "Be", "C", "F", "F", "F", "S", "O", "O", "N", "S", "O", "O", "C", "F", "F", "F"],
  "xyz": [[6.39038, -3.45820, 1.51563], [5.85490, -4.06388, 0.15435], [4.56307, -3.36454, -0.14779], [3.34612, -4.27508, -0.07244], [2.42026, -4.32330, -1.33736], [1.51672, -5.42385, -1.13740], [0.18382, -5.01836, -1.36254], [-0.28748, -5.12986, -2.40152], [-0.52427, -4.46045, -0.32751], [-1.58895, -5.34246, 0.06139], [-2.59465, -4.64389, 0.76969], [-3.20409, -3.71045, -0.09827], [-4.07190, -2.63770, 0.58362], [-3.06633, -3.74887, -1.24343], [4.63648, -2.56264, -1.29275], [4.24012, -0.96770, -1.07157], [5.01863, -2.90347, -2.44866], [5.83510, -3.95645, 2.33580], [6.08175, -2.38991, 1.49914], [7.48597, -3.54334, 1.60906], [5.78057, -5.16441, 0.17964], [6.57862, -3.76416, -0.63748], [2.71402, -3.91833, 0.77436], [3.60860, -5.32207, 0.17039], [1.82088, -3.37069, -1.52931], [3.05706, -4.64018, -2.20752], [-2.01564, -5.90477, -0.81866], [-1.20140, -6.12382, 0.75668], [-4.28275, -2.96016, 1.62598], [-3.51253, -1.68260, 0.62542], [-5.01895, -2.52120, 0.02602], [3.89001, -0.80264, -0.03039], [3.48122, -0.56061, -1.82105], [5.21798, -0.43544, -1.12761], [-3.86767, -0.67548, 4.66937], [-2.66192, -1.05907, 4.12789], [-2.15545, 0.00125, 3.43012], [-3.07820, 1.06655, 3.54994], [-4.12611, 0.62282, 4.32085], [-4.46877, -1.25397, 5.23425], [-2.27040, -2.05267, 4.28829], [-1.22198, 0.01233, 2.89065], [-2.98681, 2.05100, 3.11867], [-5.02678, 1.11559, 4.64959], [2.97566, -1.94897, -2.77875], [-0.78120, -2.70261, -2.62225], [-2.11358, 4.94241, 4.15343], [-1.27605, 4.36912, 3.15779], [-0.84601, 5.30610, 2.17133], [0.64989, 5.53630, 2.28512], [0.97576, 6.28270, 3.50372], [2.35526, 6.35120, 3.79195], [3.09089, 5.03720, 4.13980], [2.66134, 4.48539, 5.34639], [1.53595, 3.62385, 5.24374], [-2.48336, 4.13756, 4.78899], [-1.55015, 5.64548, 4.77669], [-2.96957, 5.44866, 3.70106], [-1.39824, 6.24733, 2.22647], [-1.05585, 4.86121, 1.19680], [0.99557, 6.09919, 1.41456], [1.14143, 4.55629, 2.28220], [0.50203, 5.85164, 4.29561], [2.46027, 7.02640, 4.64669], [2.89670, 6.84376, 2.90435], [4.14658, 5.28741, 4.27750], [3.05591, 4.30697, 3.32590], [1.50350, 3.09628, 4.28803], [0.60983, 4.18455, 5.39918], [1.60830, 2.88682, 6.04398], [-7.20011, -0.91517, 3.68253], [-6.31120, -0.59749, 3.85139], [-3.81693, -3.27750, 3.81922], [4.21397, 8.19326, 2.80924], [-1.05720, -6.17098, -7.37236], [0.36302, -5.64993, -7.22325], [1.16508, -6.50296, -6.25090], [0.33016, -4.30048, -6.75946], [-1.58316, -6.14336, -6.41370], [-1.62340, -5.54516, -8.06367], [-1.06465, -7.19739, -7.74444], [0.85568, -5.64227, -8.19739], [0.71095, -6.48596, -5.25500], [2.18069, -6.11176, -6.14574], [1.22419, -7.53925, -6.58890], [-0.10563, -4.29430, -5.89636], [-2.63530, -7.48625, -1.92215], [-4.46457, 4.31510, -2.08840], [-5.02009, 3.67747, -1.04661], [-4.62686, 3.52967, -3.16546], [-5.19104, 5.42240, -2.30833], [-2.70387, 4.70088, -1.78553], [-2.08041, 3.41417, -1.59732], [-2.71592, 5.54756, -0.61368], [-2.40093, 5.42644, -3.15788], [-0.90411, 5.94443, -3.28601], [0.10962, 4.92601, -3.40565], [-0.55066, 7.06040, -2.44762], [-1.04007, 6.65648, -4.96527], [-1.96515, 7.62760, -5.02561], [-1.39238, 5.73270, -5.87617], [0.12017, 7.19049, -5.37343]],
  "mulliken_charge": [-0.985, -0.472, 0.416, -0.638, -0.565, -0.314, 0.471, -0.321, -0.286, 0.383, -0.282, 0.675, -0.617, -0.313, -0.100, -0.590, -0.542, 0.292, 0.249, 0.373, 0.429, 0.340, 0.252, 0.402, 0.041, 0.625, -0.392, 0.414, -0.150, 0.248, 0.359, 0.375, 0.356, 0.341, -0.044, -0.500, -0.846, -0.385, -0.846, 0.257, 0.709, 0.499, 0.697, 0.505, 1.324, -0.776, -0.903, -0.173, -0.816, -0.248, -0.019, -0.550, -0.357, -0.393, -0.511, 0.241, 0.409, 0.354, 0.409, 0.280, 0.547, 0.132, 0.054, 0.532, 0.253, 0.325, 0.365, 0.292, 0.170, 0.333, -0.736, 0.225, 0.854, -0.141, -1.137, 0.322, -0.983, -0.556, 0.256, 0.319, 0.362, 0.300, 0.163, 0.252, 0.372, 0.357, -0.048, 0.569, -0.217, -0.227, -0.227, 1.146, -0.676, -0.627, -0.379, 1.042, -0.660, -0.650, 0.601, -0.230, -0.229, -0.213]
}

---

Calculated DFT total energy in order - -2794.46389 -7175.70725 a.u.
Calculated HOMO energy in order - -0.4072 -0.3183 hartree
Calculated M in order - 743.5 975.8 g/mol